Here is a molecular structure, C45H53N4O4ReSe from the Open Molecules 2025 dataset. Energies are from wB97M-V/def2-TZVPD.

CARTESIAN COORDINATES (ANGSTROEM)
Re 1.08594 -1.47251 0.48091
C 1.02202 6.11262 -2.15841
C 1.85255 5.70743 -0.93838
C 3.34245 5.82890 -1.29651
C 1.52111 6.66788 0.21865
C 1.54705 4.29437 -0.46182
C 0.51109 3.53010 -0.97107
C 0.22699 2.26894 -0.44954
Se -1.53639 1.75170 -0.95846
C -2.20710 -0.04588 -0.85535
C -3.59129 -0.07648 -0.71225
C -4.28972 -1.25409 -0.89252
C -3.55463 -2.37256 -1.29225
C -2.18087 -2.38567 -1.46445
C -1.46267 -1.20252 -1.14822
O -0.12975 -1.15262 -1.09823
C -1.47388 -3.63592 -2.00582
C -0.63259 -4.29000 -0.89707
C -2.47519 -4.67988 -2.51049
C -0.58222 -3.25429 -3.19778
C -5.80204 -1.36064 -0.74700
C -6.41052 -1.71930 -2.11288
C -6.43558 -0.05233 -0.26938
C -6.14231 -2.45761 0.27409
C 1.02623 1.70014 0.58124
O 0.76498 0.51336 1.04178
C 2.02446 2.53699 1.19396
C 2.26449 3.76543 0.63122
C 2.73163 2.11949 2.48775
C 3.50319 3.28722 3.11091
C 3.72713 0.98301 2.20992
C 1.69498 1.67024 3.53785
H 1.32950 7.10583 -2.48694
H -0.04290 6.15400 -1.92208
H 1.19059 5.42009 -2.97846
H 3.56260 6.85883 -1.57978
H 3.57930 5.18304 -2.14214
H 3.98623 5.56500 -0.45691
H 1.63272 7.70037 -0.11486
H 2.18764 6.51406 1.06861
H 0.49364 6.52329 0.55675
H -0.12460 3.90738 -1.76091
H -4.09880 0.84744 -0.46261
H -4.10452 -3.28161 -1.48821
H -1.25429 -4.53023 -0.03276
H 0.17930 -3.63258 -0.56515
H -0.18312 -5.21404 -1.26589
H -3.06553 -5.10248 -1.69639
H -1.93226 -5.49594 -2.98861
H -3.14576 -4.24898 -3.25522
H 0.17168 -2.53117 -2.91226
H -1.18709 -2.82322 -3.99764
H -0.07781 -4.14124 -3.58846
H -6.13220 -0.97439 -2.85994
H -7.49926 -1.74347 -2.04179
H -6.07514 -2.69693 -2.46011
H -6.25814 0.76045 -0.97526
H -6.06018 0.23594 0.71462
H -7.51399 -0.18809 -0.18567
H -5.80097 -3.44033 -0.05167
H -7.22356 -2.50536 0.41317
H -5.68392 -2.23733 1.24030
H 3.03119 4.38645 1.07147
H 4.34690 3.59601 2.49162
H 3.90801 2.96635 4.07106
H 2.85495 4.14589 3.29230
H 4.52521 1.32972 1.55070
H 3.23927 0.13044 1.74247
H 4.17619 0.64577 3.14555
H 0.97615 2.47030 3.72636
H 2.20068 1.43696 4.47636
H 1.15280 0.78379 3.22413
O 2.29669 -2.88705 4.12138
C 1.71439 -2.40447 3.18893
O 2.21120 -2.19334 1.99325
C 0.27266 -1.95919 3.29762
C -0.37943 -1.89113 4.51021
C -1.66895 -1.38352 4.54545
C -2.27248 -1.00763 3.35351
C -1.56883 -1.13992 2.17188
N -0.30785 -1.58564 2.14344
H 0.14424 -2.22449 5.39485
H -2.18507 -1.27584 5.48964
H -3.27568 -0.60746 3.33409
H -2.01086 -0.86924 1.22222
C 4.37684 -3.52224 -1.28220
C 3.61305 -2.75935 -0.43416
N 2.66235 -1.91053 -0.88523
C 2.55985 -1.70732 -2.21075
C 3.30512 -2.43719 -3.13759
C 4.18171 -3.40238 -2.64681
C 3.14655 -2.34571 -4.59929
C 3.10224 -1.29517 -5.42522
C 3.32396 0.12944 -5.16992
C 3.31223 1.01003 -6.25129
C 3.54685 2.34495 -5.98169
N 3.81841 2.77787 -4.75594
C 3.83726 1.86384 -3.79733
N 3.58530 0.57497 -3.93802
H 5.08934 -4.22415 -0.87476
H 3.72469 -2.84576 0.63717
H 1.81326 -1.00354 -2.53053
H 4.72078 -4.03213 -3.34331
H 3.12204 -3.32152 -5.07344
H 2.96821 -1.51644 -6.47776
H 3.13471 0.65852 -7.25772
H 3.52795 3.09598 -6.76371
H 4.08253 2.20253 -2.79551

HOMO-LUMO gap (spin up / spin down), eV: 6.75 / 4.64
Total charge: +1
DFT total energy, eV: -129146.586
Multiplicity: 4
Energy above the lowest of the compared OMol25 structures with the same formula, charge and spin, kJ/mol: 226.0
E_HOMO (spin up / spin down), eV: -10.26 / -9.88